Entry from the OMol25 dataset: a molecular structure, C9H18Cl2DyOS at a distorted geometry (wB97M-V/def2-TZVPD).

Properties
HOMO energy (spin up / spin down)   -1.159 / -1.190 eV
Total charge   -1
Lowest unoccupied orbital energy (spin up / spin down)   2.2544 / 2.2554 eV
Spin multiplicity   6
Frontier orbital gap (spin up / spin down)   3.414 / 3.445 eV

```
32
Properties=species:S:1:pos:R:3:forces:R:3:mulliken_charge:R:1
Dy 0.11136 -1.10201 -1.84902 -1.2 0.1 -2.3 0.1306
Cl 1.42203 0.85564 -2.84268 0.7 0.8 -0.1 -0.6191
Cl -1.59983 -2.56949 -0.56506 -0.3 -0.3 0.7 -0.6472
C -0.62435 -1.48611 -3.88996 -0.1 -0.5 0.0 -0.3791
H -1.51106 -2.06749 -4.25028 0.5 0.1 0.4 0.0204
H -0.12479 -1.08058 -4.79920 -0.1 0.0 0.5 0.0262
C 1.46767 -1.15455 1.80369 -1.1 0.9 2.8 -0.7195
C 1.68789 -1.37729 0.54552 1.6 -1.3 -2.1 -0.1099
H 0.65161 -1.61736 2.36553 0.1 -0.4 -0.5 0.4051
C 2.85148 -0.74504 -0.21762 -0.2 0.6 0.5 -0.5232
H 1.25980 -2.27515 0.05540 -0.3 0.6 0.6 0.6390
C 4.00339 -0.39218 0.75467 -0.1 -0.5 -0.5 -0.9474
H 3.16409 -1.44390 -1.00994 0.2 0.3 0.2 0.4744
H 2.52704 0.18343 -0.72964 0.1 -0.5 0.2 0.2346
C 3.53056 0.35134 2.02058 0.0 0.2 -0.3 -0.6535
H 4.48536 -1.34333 1.00882 0.0 0.1 0.3 0.3427
H 4.77805 0.18549 0.21568 -0.4 -0.1 0.3 0.3674
C 2.25121 -0.21382 2.69142 0.9 0.1 0.0 -0.5700
H 4.34189 0.30926 2.74902 0.1 0.1 0.0 0.3259
H 3.39467 1.40878 1.78197 -0.1 0.0 -0.1 0.3039
H 2.60901 -0.76601 3.57749 -0.4 -0.2 -0.3 0.3018
H 1.64915 0.59559 3.15104 0.1 -0.3 -0.6 0.3067
C -3.09620 0.74621 0.95934 0.1 0.1 0.1 -0.8415
S -2.73762 0.98141 -0.80518 1.4 -0.9 -0.5 0.4198
C -2.85978 2.78997 -0.71890 0.1 0.1 0.1 -0.9036
O -1.26980 0.59029 -1.06751 -2.1 1.5 1.2 -0.2449
H -4.19123 0.81467 1.08181 0.4 0.0 -0.1 0.3573
H -2.59894 1.54252 1.53333 -0.1 -0.4 -0.1 0.2747
H -2.74420 -0.24605 1.25661 -0.1 0.1 -0.2 0.2716
H -2.46369 3.13921 0.24540 0.0 0.0 -0.4 0.2702
H -2.30243 3.22907 -1.54981 -0.1 -0.2 0.1 0.3395
H -3.92677 3.05600 -0.80819 0.4 -0.2 0.1 0.3469
```
Forces are in eV/Å.


Entry from the OMol25 dataset: 3 unconnected molecules or ions with the total composition C4H15NO2 at a distorted geometry (wB97M-V/def2-TZVPD).

Properties
HOMO energy (spin up / spin down)   -13.250 / -13.250 eV
Total charge   +1
Lowest unoccupied orbital energy (spin up / spin down)   -3.8508 / -8.9158 eV
Spin multiplicity   2
Frontier orbital gap (spin up / spin down)   9.399 / 4.334 eV

```
22
Properties=species:S:1:pos:R:3:forces:R:3:nbo_charge:R:1
C -1.23531 1.48127 -0.81731 0.4 -0.6 0.7 -0.2884
C -1.81746 1.94422 0.51432 -0.5 0.7 -0.4 -0.2379
C -1.50435 1.03476 1.67805 0.0 -1.1 -0.5 -0.6205
C -1.35278 3.38999 0.75062 0.0 -0.6 -0.4 -0.5951
N -1.63427 0.13825 -1.13814 -2.1 0.8 -0.6 -0.2529
H -0.12880 1.51433 -0.75544 -0.1 0.0 -0.3 0.2911
H -1.53788 2.09724 -1.68690 0.3 -0.1 0.0 0.2931
H -2.89232 2.03255 0.33747 -0.2 -0.3 0.2 0.2131
H -0.43762 1.04508 1.87770 0.1 0.4 0.6 0.2288
H -1.67150 -0.03691 1.47414 -0.3 0.2 -0.2 0.2011
H -2.15220 1.24967 2.52395 0.4 0.3 0.2 0.2558
H -1.76261 4.01520 -0.03389 0.1 0.3 -0.1 0.2205
H -1.73646 3.74851 1.69477 0.1 0.1 0.3 0.2453
H -0.26630 3.42850 0.71322 0.1 0.2 0.2 0.2141
H -2.48264 -0.20315 -0.64899 0.9 -0.2 0.4 0.4176
H -1.71966 -0.14206 -2.11873 0.8 -0.1 0.0 0.4139
H 4.93742 -2.90350 2.91305 -0.1 -0.1 0.0 0.4675
H 5.45590 -2.60367 1.49267 0.0 -0.1 0.3 0.4657
O 5.72421 -2.66157 2.41853 0.1 0.1 -0.2 -0.9332
H 1.46723 -3.48942 -3.28852 0.2 -0.4 0.0 0.4653
H -0.02219 -3.48776 -3.39506 0.0 -0.4 0.0 0.4524
O 0.71148 -4.08316 -3.18633 -0.1 0.8 0.0 -0.9173
```
Forces are in eV/Å.


Entry from the OMol25 dataset: a single C3H4Cl2O molecule at a distorted geometry (wB97M-V/def2-TZVPD).

Properties
HOMO energy   -10.600 eV
Lowest unoccupied orbital energy   0.7751 eV
SMILES   ClC(Cl)[C@@H]1CO1
Spin multiplicity   1
Frontier orbital gap   11.375 eV

```
10
Properties=species:S:1:pos:R:3:forces:R:3:nbo_charge:R:1
Cl -0.90685 2.10410 0.07931 0.2 -0.3 0.7 0.0142
C -0.98472 0.42455 -0.45290 0.6 -0.8 -0.7 -0.2535
Cl -2.32094 -0.53394 0.08388 -0.9 -0.5 1.2 0.0044
C 0.27547 -0.42246 -0.43758 0.6 -0.7 1.6 0.0101
C 1.07640 -0.25805 0.77764 -0.3 -0.6 0.4 -0.1240
O 1.46556 0.27044 -0.49958 1.0 1.0 0.8 -0.4643
H -1.24222 0.53912 -1.43268 -0.5 0.5 -2.8 0.2116
H 0.42276 -1.42696 -0.84923 -1.4 0.4 -0.5 0.2204
H 0.57054 0.38426 1.49029 0.7 0.6 0.0 0.1874
H 1.64400 -1.08106 1.24084 -0.1 0.5 -0.7 0.1937
```
Forces are in eV/Å.


Entry from the OMol25 dataset: a single C4H13PSi2 molecule at a distorted geometry (wB97M-V/def2-TZVPD).

Properties
HOMO energy   -8.464 eV
Lowest unoccupied orbital energy   -0.5381 eV
SMILES   C[Si]#[PH][Si](C)(C)C
Spin multiplicity   1
Frontier orbital gap   7.926 eV

```
20
Properties=species:S:1:pos:R:3:forces:R:3:nbo_charge:R:1
C -2.98661 -1.75833 1.42229 3.4 3.8 0.5 -1.0777
Si -3.42659 0.19415 0.79065 0.7 -1.9 0.9 0.7362
P -1.60250 0.49181 -0.38740 -0.1 1.3 -0.1 -0.5943
Si 0.62794 0.35921 -0.48068 3.3 -0.4 1.2 1.3703
C 1.22182 0.95423 -2.18491 -1.4 -0.3 -1.8 -1.1234
C 1.67922 1.56154 0.65780 -0.3 -0.4 -0.7 -1.1009
C 1.25798 -1.41474 0.14551 -2.3 1.2 -1.7 -1.0467
H -3.83445 -2.28044 1.37144 -3.3 -2.4 -0.7 0.2062
H -2.15980 -2.06847 0.75948 -0.6 -0.4 0.5 0.2157
H -2.67792 -1.84338 2.50066 0.0 0.5 -1.0 0.2324
H -1.67010 1.92163 -0.53009 0.0 -0.6 -0.2 0.0415
H 0.47743 1.78321 -2.47808 0.9 -1.3 0.1 0.2420
H 2.21778 1.43360 -2.29681 -0.5 -0.6 0.6 0.2529
H 1.14426 0.09142 -2.96464 0.0 1.6 1.2 0.2414
H 1.29149 2.52441 0.75060 -1.5 1.9 -0.4 0.2310
H 1.79177 1.38002 1.67637 -0.4 -1.4 2.1 0.2321
H 2.70459 1.86504 0.49602 0.6 -0.7 -1.4 0.2430
H 0.49579 -1.70685 0.86021 0.3 -0.1 0.7 0.2315
H 2.24430 -1.29676 0.50280 0.9 0.0 0.7 0.2362
H 1.20361 -2.19129 -0.61122 0.2 0.0 -0.3 0.2306
```
Forces are in eV/Å.


Q: Which relative energy (zero: lowest compared OMol25 entry of this formula, charge and spin) values were calculated for the entries above? A: 52.0 75.3 199.1 99.8, in kJ/mol.